w.
ORCA calculation (the ωB97M-V functional and the def2-TZVPD basis) on a gas-phase ion, C2H8N (charge +1).

Calculated values
multiplicity: 1
total charge: +1
orbital gap: 13.37 eV
E_LUMO: -0.1479 hartree
structure (SMILES): CC[NH3+]

CARTESIAN COORDINATES (ANGSTROEM)
H 2.128 -0.342 0.066
H 1.297 0.839 -0.884
H -1.515 0.734 -0.935
C 1.214 0.197 0.040
H 0.011 -1.405 -0.810
H -1.803 -0.550 0.242
N -1.219 0.253 -0.036
H -0.932 1.040 0.644
H 1.044 0.982 0.864
H -0.179 -1.131 0.944
C -0.034 -0.683 -0.013

=====

x.
ORCA calculation (the ωB97M-V functional and the def2-TZVPD basis) on 2 unconnected molecules or ions with the total composition C2H8N.

Calculated values
multiplicity: 1
total charge: +1
orbital gap: 6.46 eV
E_LUMO: -0.3676 hartree

CARTESIAN COORDINATES (ANGSTROEM)
H 2.723 -1.074 -0.207
H -2.609 0.138 -0.942
H -1.136 1.199 -0.878
H -1.143 -1.399 -0.001
H 2.736 0.682 -0.487
C -1.785 0.484 -0.316
C 2.414 -0.099 0.190
N -0.921 -0.408 0.225
H -2.204 1.164 0.460
H 1.314 -0.197 0.116
H 2.770 -0.053 1.211

=====

Most favorable first, least favorable last: w, x

=====

w.
ORCA calculation (the ωB97M-V functional and the def2-TZVPD basis) on 2 unconnected molecules or ions with the total composition C3H11O.

Calculated values
multiplicity: 1
total charge: +1
orbital gap: 10.63 eV
E_LUMO: -0.1819 hartree

CARTESIAN COORDINATES (ANGSTROEM)
C 1.552 0.006 0.452
H -1.114 -0.270 0.828
H 0.960 -2.022 0.883
H 1.091 -1.692 -0.844
H -1.056 2.354 0.240
H 1.516 0.755 -0.344
H -1.125 1.057 -0.928
O -1.245 2.016 -0.672
C -0.706 -0.983 0.111
H -2.165 2.295 -0.917
H 2.615 -0.252 0.488
H -0.979 -0.528 -0.893
C 0.774 -1.276 0.108
H -1.390 -1.834 0.051
H 1.270 0.375 1.435

=====

x.
ORCA calculation (the ωB97M-V functional and the def2-TZVPD basis) on 2 unconnected molecules or ions with the total composition C3H11O.

Calculated values
multiplicity: 1
total charge: +1
orbital gap: 11.34 eV
E_LUMO: -0.1694 hartree

CARTESIAN COORDINATES (ANGSTROEM)
H 0.228 0.021 1.697
C 1.029 -0.241 1.012
H -1.037 0.847 -0.232
H -0.228 0.417 -1.826
H -0.302 2.027 -1.163
H 1.959 0.548 -0.742
H -2.569 -1.319 -0.413
H 1.921 -0.311 1.638
H -1.529 -2.059 0.583
H -1.025 -0.721 -0.302
H 1.362 1.769 0.368
C -0.153 0.979 -0.892
O -1.626 -1.533 -0.240
H 0.832 -1.238 0.603
C 1.139 0.813 -0.093

=====

Most favorable first, least favorable last: x, w

=====

w.
ORCA calculation (the ωB97M-V functional and the def2-TZVPD basis) on a molecular structure, C3F33HfO9P4S3.

Calculated values
multiplicity: 1
total charge: -3
orbital gap: 9.11 eV
E_LUMO: 0.2408 hartree

CARTESIAN COORDINATES (ANGSTROEM)
O -5.118 10.227 17.269
F -3.608 6.431 11.121
F 0.224 8.012 16.060
F -5.481 10.446 9.697
F -4.071 11.035 11.429
F -7.287 12.764 13.458
Hf -3.141 10.019 13.323
F -0.609 7.371 14.103
F -1.791 9.041 15.064
S -4.696 7.210 15.208
F -3.362 12.309 18.777
F -1.628 11.622 12.352
F 0.146 10.139 15.521
F -4.239 8.625 11.528
F -1.496 7.231 10.524
F -0.816 9.502 13.326
F -3.359 11.126 9.246
O -7.221 10.028 14.958
F -2.273 12.715 16.920
F -3.754 13.083 10.335
F -5.599 4.738 14.668
C -2.943 11.793 17.618
O -4.142 8.244 14.325
F -1.912 13.859 12.054
F -3.845 5.308 13.555
F -5.133 12.463 8.642
F -3.297 8.106 9.511
C -7.817 11.648 12.973
O -3.690 10.684 15.355
O -5.375 10.433 13.367
P -2.902 7.857 11.036
F -1.640 11.770 14.455
F -2.459 7.761 12.580
P -1.727 12.954 13.330
F -7.863 11.726 11.652
F -5.712 6.178 12.983
P -0.194 8.773 14.722
P -4.637 11.776 10.012
S -4.396 11.231 16.536
S -6.812 10.107 13.579
F -2.010 14.071 14.423
O -5.119 12.427 16.187
C -5.027 5.763 14.042
F -3.371 12.588 13.396
F -5.831 12.368 10.875
F -9.059 11.451 13.438
O -5.970 7.436 15.856
O -7.255 8.966 12.783
F -2.115 10.773 17.861
O -3.707 6.707 16.136
F -0.163 13.254 13.300
F -2.191 9.312 11.153
F 1.251 8.759 14.042

=====

x.
ORCA calculation (the ωB97M-V functional and the def2-TZVPD basis) on a molecular structure, C3F33HfO9P4S3.

Calculated values
multiplicity: 1
total charge: -3
orbital gap: 9.10 eV
E_LUMO: 0.2218 hartree

CARTESIAN COORDINATES (ANGSTROEM)
F 0.553 -0.824 2.768
S -2.790 -1.914 1.140
F 1.563 -2.710 3.922
C -1.982 -0.682 -4.567
S 1.636 2.676 2.209
F 4.093 3.616 2.808
F -1.179 3.488 1.965
F -0.750 2.470 -0.146
S -2.471 -0.536 -2.683
O -2.476 -3.333 1.266
F 0.762 -1.838 -2.827
F 2.630 0.516 -2.958
F 2.099 -3.636 -3.029
F 1.427 3.026 -1.437
O -1.152 -0.378 -1.911
F 2.167 -1.972 -1.161
F 1.911 2.467 -3.539
P 1.664 -1.930 2.524
C -3.227 -1.365 2.967
F 3.719 2.473 -2.068
F 0.716 1.244 -2.020
O -1.560 -1.129 0.736
F -1.131 -1.761 -4.814
F -2.853 1.832 -0.268
C 3.624 2.562 2.165
F -3.646 -0.098 2.881
O 1.224 2.675 3.595
F 0.219 -2.131 -0.815
F -1.407 0.457 -4.878
O -3.950 -1.531 0.352
F -3.125 -0.750 -5.248
F 2.416 0.943 -0.741
F -2.150 -1.409 3.764
F 2.670 -3.037 1.868
F 3.942 2.452 0.956
F -0.126 -4.017 -2.249
F 2.880 -0.966 3.192
P 2.224 1.820 -2.165
O -3.235 0.727 -2.626
F -1.519 1.257 1.398
F -3.376 2.579 1.783
O 1.141 1.500 1.428
Hf 0.198 0.039 -0.085
O -3.237 -1.754 -2.439
F 0.527 -2.866 1.848
F 1.542 -4.164 -0.763
O 1.420 3.979 1.587
F 4.079 1.460 2.763
F -4.137 -2.188 3.399
P -2.028 2.694 0.836
F 1.749 -1.070 1.124
F -2.398 4.079 0.078
P 1.107 -3.041 -1.886

=====

Most favorable first, least favorable last: w, x

=====

w.
ORCA calculation (the ωB97M-V functional and the def2-TZVPD basis) on 2 unconnected molecules or ions with the total composition C3H8NO.

Calculated values
multiplicity: 2
orbital gap (spin up / spin down): 6.50 / 10.69 eV
E_LUMO (spin up / spin down): 0.0267 / 0.0267 hartree

CARTESIAN COORDINATES (ANGSTROEM)
H 3.425 1.332 -0.380
H -2.733 -0.517 0.247
H 2.034 -0.651 -0.267
N 1.699 0.209 0.129
C -2.916 -1.330 -0.478
H 0.078 1.145 0.984
H 1.919 2.304 0.170
O -2.131 -1.605 -1.341
H -0.337 0.024 -0.352
H -3.881 -1.857 -0.383
H 0.157 -0.612 1.250
C 0.299 0.186 0.521
C 2.389 1.374 -0.099

=====

x.
ORCA calculation (the ωB97M-V functional and the def2-TZVPD basis) on C3H8NO in the gas phase.

Calculated values
multiplicity: 2
orbital gap (spin up / spin down): 10.10 / 7.22 eV
E_LUMO (spin up / spin down): 0.0353 / -0.0717 hartree

CARTESIAN COORDINATES (ANGSTROEM)
C -0.507 -1.961 0.768
H -0.606 2.301 0.055
N 0.540 -0.971 0.328
H -0.321 -2.878 0.132
H -0.629 -1.791 1.834
H -1.058 0.363 0.655
C 0.132 0.449 0.704
C 0.130 1.526 -0.346
H 0.295 0.786 1.802
H -1.486 -1.771 0.288
O 0.029 1.042 -1.610
H 0.279 -0.840 -0.676
H 0.982 2.209 -0.256

=====

Most favorable first, least favorable last: w, x

=====

w.
ORCA calculation (the ωB97M-V functional and the def2-TZVPD basis) on 2 unconnected molecules or ions with the total composition C4H11NOS2.

Calculated values
multiplicity: 1
orbital gap: 8.44 eV
E_LUMO: -0.0035 hartree

CARTESIAN COORDINATES (ANGSTROEM)
S -0.536 -0.308 0.749
H -2.909 0.767 -2.113
C 1.625 0.380 2.332
H -1.383 1.816 -0.334
C -2.669 0.209 -1.134
H 0.769 1.684 0.768
H -2.540 -0.865 -1.339
H 1.544 1.167 3.109
H -0.544 0.935 -1.266
H 0.895 -2.513 -2.841
H 1.058 -0.503 2.804
O -0.353 -1.575 0.061
H 2.710 -0.019 2.222
S 1.635 -2.238 -1.461
C 1.079 0.613 0.900
H 1.799 0.281 0.211
N 2.499 -1.100 -1.677
H -3.309 0.415 -0.353
C -1.369 0.854 -0.637

=====

x.
ORCA calculation (the ωB97M-V functional and the def2-TZVPD basis) on C4H11NOS2 in the gas phase.

Calculated values
multiplicity: 1
orbital gap: 9.24 eV
E_LUMO: 0.0207 hartree
structure (SMILES): CN[C@@H](CO)CSS

CARTESIAN COORDINATES (ANGSTROEM)
H 0.197 1.264 -0.984
O 1.004 -1.008 2.321
H 0.443 -1.714 -1.939
H -1.257 -1.791 -2.599
C -0.610 1.072 -0.275
H -1.413 1.101 -1.039
H -0.436 -0.292 -2.306
H -1.316 -0.509 1.191
H -0.953 -2.250 -0.174
N -1.048 -1.305 -0.511
C 0.864 -0.601 0.964
H 1.601 3.741 0.409
C -0.539 -0.258 0.461
H 1.299 -1.502 0.488
H 1.680 0.120 0.790
S 1.073 3.017 1.430
S -0.717 2.539 0.747
C -0.600 -1.295 -1.910
H 0.726 -0.330 2.936

=====

Most favorable first, least favorable last: x, w